Computed, not measured: 6 unconnected molecules or ions with the total composition C80H180F2NO4P5S2 at a distorted geometry, with ωB97M-V/def2-TZVPD.

The geometry in XYZ format:
```
274
Properties=species:S:1:pos:R:3:forces:R:3
C 8.1985 2.5602 12.5976 0.8 0.5 0.7
C 9.4293 3.1956 13.3899 -0.7 -1.6 -0.6
C 9.5419 4.6582 13.1843 0.0 1.5 0.5
C 10.6309 5.2851 14.1853 0.9 -0.6 -1.1
P 10.8849 7.0799 14.3386 -2.4 0.9 -1.9
C 10.4668 7.7937 12.5900 1.0 0.1 0.7
C 9.0389 7.7864 12.0169 -0.9 0.0 1.0
C 8.6250 8.9693 11.1150 -0.1 0.4 -0.7
C 7.2811 8.8456 10.3440 0.7 -0.7 0.4
C 12.6055 7.6450 14.8407 -1.2 -0.4 0.6
C 12.7553 9.0910 15.3418 0.9 0.5 -1.0
C 14.2177 9.4662 15.6522 0.5 -0.5 0.9
C 14.4040 10.8853 16.1288 -0.9 1.2 -0.5
C 9.5672 7.7289 15.4575 0.2 -0.9 -0.3
C 9.3094 9.2204 15.4977 1.2 0.9 0.2
C 7.8660 9.6075 15.7356 -1.4 0.5 0.2
C 7.3560 9.4970 17.1794 0.2 -0.6 -0.5
H 8.1708 1.4759 12.7052 0.0 0.1 0.3
H 8.2477 2.7298 11.5220 0.4 0.2 0.0
H 7.2448 2.9832 12.9133 0.0 -0.1 0.3
H 10.3200 2.7088 12.9929 0.2 -0.1 0.2
H 9.4165 3.0421 14.4690 -0.4 -0.6 0.0
H 8.5494 5.0856 13.3267 0.0 0.3 0.3
H 9.7682 4.7826 12.1253 0.5 0.7 0.1
H 11.5872 4.9456 13.7874 0.4 0.0 -0.5
H 10.7344 4.7790 15.1451 -0.9 0.2 0.4
H 11.1300 7.3132 11.8707 0.3 -0.1 0.1
H 10.8298 8.8167 12.6895 0.0 0.3 -0.1
H 8.3569 7.7682 12.8670 -0.3 0.0 0.1
H 8.8560 6.8309 11.5253 0.1 0.1 -0.3
H 9.3774 9.1203 10.3409 0.3 0.0 0.1
H 8.4919 9.9257 11.6207 0.8 0.0 0.7
H 7.3739 9.3741 9.3952 -0.1 -0.3 0.0
H 6.4366 9.2872 10.8730 0.0 -0.3 0.2
H 7.1206 7.7800 10.1803 -0.5 0.1 -0.4
H 13.2135 7.4236 13.9635 0.2 0.1 0.1
H 12.8894 6.9935 15.6671 0.1 -0.4 -0.2
H 12.2242 9.3351 16.2618 -0.4 -0.4 -0.2
H 12.4332 9.7508 14.5362 -0.4 0.3 0.1
H 14.9559 9.2993 14.8678 -0.3 -0.3 -0.5
H 14.5680 8.8499 16.4802 -0.1 -0.4 0.0
H 15.3339 11.0695 16.6667 -0.1 -0.1 0.0
H 13.5448 11.2574 16.6869 0.1 -0.4 0.8
H 14.3246 11.5967 15.3068 0.5 0.0 -0.6
H 9.8623 7.2238 16.3772 -0.2 0.5 0.6
H 8.5944 7.2982 15.2203 0.2 -0.7 -0.5
H 9.6359 9.6673 14.5587 0.0 0.0 -0.3
H 10.0068 9.6237 16.2319 -0.3 0.4 0.2
H 7.2709 9.0509 15.0117 -0.3 -0.5 0.2
H 7.5699 10.6239 15.4762 0.9 0.4 -0.5
H 7.8342 10.2775 17.7712 0.3 -0.4 0.3
H 7.5591 8.4735 17.4944 0.0 0.2 0.8
H 6.2893 9.6800 17.3089 0.0 -0.1 -0.4
C 15.0630 13.8846 12.9734 0.9 -0.4 -0.3
C 15.8889 14.7180 13.9913 0.1 -1.5 -0.8
C 15.0533 15.7698 14.6039 -0.8 0.5 0.9
C 14.0130 15.1092 15.5668 -0.4 0.9 0.0
P 12.9112 16.3569 16.4431 1.4 -0.7 1.3
C 11.6780 15.5705 17.5441 0.0 -0.6 -0.5
C 12.0010 14.2936 18.3211 0.2 -1.2 0.0
C 10.9049 13.9073 19.3822 1.4 0.7 -0.3
C 10.8337 14.8459 20.5991 -0.7 -0.5 0.2
C 13.9236 17.3687 17.5606 1.3 0.5 0.4
C 14.8921 16.6468 18.5953 -1.1 -1.1 -0.5
C 15.8045 17.5741 19.3913 -0.8 1.5 -0.1
C 14.9809 18.5285 20.3094 -0.3 -0.3 -0.7
C 12.1495 17.4749 15.2632 0.1 1.5 -0.4
C 13.0459 18.7354 14.9182 -1.2 0.6 -0.4
C 12.3639 19.6097 13.7925 -0.9 0.1 0.9
C 11.0526 20.4670 14.1803 1.3 -1.1 0.3
H 14.7914 14.3926 12.0480 0.2 0.6 0.1
H 14.1159 13.4521 13.2960 0.1 0.0 0.6
H 15.6978 13.0605 12.6480 -0.1 -0.3 0.0
H 16.8136 15.0830 13.5444 -0.3 0.4 -0.4
H 16.3102 14.0782 14.7667 -0.3 -0.4 0.2
H 14.5703 16.3201 13.7964 -0.2 0.2 0.2
H 15.6842 16.4643 15.1586 -0.1 0.1 0.2
H 14.5205 14.4564 16.2771 0.1 0.4 0.5
H 13.3772 14.3838 15.0592 -0.2 0.3 -0.3
H 10.8855 15.2688 16.8592 -0.5 0.6 0.3
H 11.3724 16.3262 18.2677 -0.3 0.3 -0.3
H 13.0199 14.2386 18.7044 -0.1 0.6 0.7
H 12.0663 13.4543 17.6286 -0.3 -0.1 -0.5
H 11.1730 12.9288 19.7805 0.1 -0.1 -0.1
H 9.9596 13.7439 18.8647 -0.2 0.4 0.0
H 10.8486 15.9280 20.4687 0.1 0.0 -0.5
H 11.5967 14.5818 21.3313 0.1 0.1 -0.1
H 9.8772 14.6430 21.0808 0.0 0.1 0.2
H 13.2816 18.0724 18.0904 -0.6 -0.4 0.2
H 14.4646 18.0994 16.9593 0.5 -0.3 -0.3
H 15.4638 15.8695 18.0883 0.4 0.2 -0.4
H 14.2390 16.0154 19.1977 -0.1 0.3 0.6
H 16.3454 18.1026 18.6064 0.3 0.5 0.2
H 16.5631 17.1248 20.0323 -0.2 -0.7 -0.3
H 14.3646 17.8964 20.9488 0.3 0.1 0.5
H 14.2384 19.1387 19.7952 0.1 0.0 -0.5
H 15.5575 19.2648 20.8694 0.2 -0.5 0.1
H 11.2319 17.8791 15.6907 -0.1 -0.1 0.4
H 11.8009 16.9986 14.3469 0.4 -0.1 0.0
H 14.0693 18.4453 14.6801 -0.1 0.0 -0.4
H 13.1225 19.3970 15.7810 0.0 -0.2 0.3
H 12.1465 18.9478 12.9542 -0.2 0.0 -0.2
H 13.0385 20.3780 13.4149 0.4 -0.3 0.1
H 10.2638 19.9758 14.7502 -0.1 -0.8 -0.5
H 10.6721 20.8343 13.2272 -0.1 0.3 0.4
H 11.2787 21.2533 14.9005 0.5 0.4 -0.6
C 21.8337 18.6940 6.2449 -0.2 -2.3 0.5
C 21.0003 17.6152 7.0522 0.2 3.1 0.3
C 19.6209 17.4940 6.3920 -0.3 -2.6 0.6
C 18.6185 16.7329 7.3741 -0.6 0.4 -0.5
P 16.9742 16.2118 6.7433 0.8 0.1 -0.6
C 15.9873 15.4964 8.1246 0.2 0.6 -1.1
C 14.5651 15.0802 7.7313 -0.3 0.9 -0.2
C 13.8091 14.3856 8.8562 -0.6 -2.3 -1.5
C 12.2865 14.0861 8.4240 1.2 0.6 1.7
C 16.1251 17.6552 6.1086 0.2 0.6 1.7
C 15.6993 18.6940 7.2615 -0.4 -1.0 -0.4
C 14.8052 19.7695 6.7044 -0.4 0.4 -0.9
C 15.6037 20.7190 5.7660 -0.6 -0.2 0.6
C 17.1431 14.9998 5.3843 0.5 0.5 -0.2
C 17.5874 15.4987 3.9567 -1.3 -1.1 -0.4
C 17.5310 14.3190 2.9649 0.4 -0.9 -1.5
C 18.5989 13.2669 3.0461 1.3 0.7 0.9
H 21.1768 19.5413 6.0483 0.5 0.1 -0.1
H 22.1610 18.1634 5.3507 0.0 0.6 -0.4
H 22.7252 18.9152 6.8316 -0.1 0.5 -0.2
H 20.8824 18.1559 7.9913 -0.5 -0.2 0.4
H 21.6091 16.7661 7.3626 -0.5 -0.5 -0.8
H 19.7061 16.8542 5.5137 0.1 0.0 -0.2
H 19.2284 18.4305 5.9958 0.0 0.2 0.6
H 18.3511 17.3627 8.2227 0.2 0.2 0.2
H 19.0322 15.8189 7.8001 0.5 0.0 -0.1
H 15.9119 16.3718 8.7696 0.3 -0.3 0.6
H 16.5988 14.6883 8.5261 -0.2 0.0 0.4
H 14.5590 14.5288 6.7911 0.0 -0.6 0.2
H 13.9772 15.9588 7.4656 0.2 0.5 0.0
H 14.1005 14.7639 9.8360 -0.8 0.5 0.0
H 14.2341 13.3821 8.8346 0.3 -0.4 0.5
H 11.7144 13.5109 9.1520 0.4 0.0 0.6
H 12.2755 13.3982 7.5785 0.1 0.8 -0.5
H 11.7431 15.0291 8.3654 -0.1 -0.1 -0.8
H 15.2690 17.2123 5.5997 -0.3 0.6 -0.2
H 16.8268 18.0949 5.3997 -0.3 0.1 -0.2
H 16.4847 19.1918 7.8302 0.7 -0.4 -0.4
H 15.1338 18.1571 8.0231 -0.1 -0.3 0.0
H 14.2483 20.2708 7.4960 0.6 0.5 0.3
H 13.9555 19.2947 6.2139 0.2 -0.2 -0.7
H 16.2347 21.3888 6.3502 -0.1 0.1 0.1
H 14.9520 21.3274 5.1389 0.1 -0.1 0.0
H 16.2819 20.1514 5.1287 -0.2 0.0 -0.2
H 16.2081 14.4405 5.3511 -0.2 0.1 -0.3
H 17.8737 14.2677 5.7282 0.2 -0.1 0.1
H 18.5680 15.9743 3.9400 0.0 -0.2 0.2
H 16.8856 16.1748 3.4683 -0.2 0.5 0.8
H 17.5846 14.6522 1.9285 0.0 0.8 0.1
H 16.6581 13.6699 2.8958 -1.0 0.8 0.8
H 18.6518 12.6664 2.1379 -0.2 -0.3 0.4
H 18.4532 12.7189 3.9770 0.2 -0.7 -0.3
H 19.5648 13.7624 3.1442 0.3 -0.1 -0.1
C 8.8846 13.1775 9.7465 -0.4 -1.2 -0.7
C 7.4864 12.4700 9.5659 0.2 0.8 0.4
C 6.3130 13.3267 10.0460 0.4 -0.5 0.8
C 6.4352 13.5385 11.5619 -0.9 0.7 0.5
P 5.1876 14.6890 12.3383 0.8 -1.9 -2.1
C 5.5750 16.3862 11.8326 -0.4 0.8 1.3
C 7.0403 16.8880 11.6779 -0.6 -1.1 0.5
C 7.3017 18.3488 12.0987 0.4 -0.2 -0.6
C 8.8149 18.6799 12.1568 -0.5 0.4 0.7
C 5.3336 14.2985 14.1459 -0.7 -0.2 -0.2
C 5.0551 12.8471 14.6013 -0.3 -0.7 -0.1
C 5.0006 12.6478 16.1240 -1.3 0.7 0.0
C 3.6534 13.2315 16.7015 1.7 -0.6 -0.1
C 3.5786 14.3060 11.4701 -0.4 -0.5 0.5
C 2.9378 12.8892 11.6483 0.5 0.3 -0.1
C 1.8612 12.5245 10.5847 -0.4 0.3 1.4
C 0.6742 13.4953 10.6910 0.8 0.6 -1.4
H 9.6304 12.5277 9.2887 0.1 -0.1 -0.1
H 9.2307 13.2859 10.7744 -0.5 0.0 0.0
H 9.0188 14.1313 9.2361 -0.5 0.1 0.0
H 7.4620 11.5288 10.1151 0.2 0.0 0.1
H 7.2041 12.2101 8.5456 0.8 0.1 -0.3
H 5.3966 12.7481 9.9301 -0.1 0.3 -0.5
H 6.3131 14.2280 9.4329 -0.4 0.2 0.3
H 7.4486 13.7928 11.8722 -0.1 0.3 0.1
H 6.1912 12.6115 12.0809 0.2 -0.4 -0.2
H 5.2328 16.8566 12.7543 -0.3 0.7 0.2
H 4.8121 16.6720 11.1084 0.3 0.0 -0.4
H 7.4263 16.5756 10.7076 0.1 0.4 -0.1
H 7.5489 16.2499 12.4006 0.5 0.1 0.0
H 6.8864 18.4983 13.0954 -0.1 0.0 0.1
H 6.7934 19.0652 11.4533 -0.1 -0.1 -0.2
H 9.3978 18.3973 11.2802 -0.1 -0.1 0.0
H 9.2376 18.2701 13.0742 0.2 -0.6 -0.1
H 8.9719 19.7410 12.3505 -0.3 0.1 -0.5
H 4.6721 14.9802 14.6805 0.3 0.2 0.2
H 6.3867 14.4101 14.4041 0.1 0.8 0.0
H 5.8227 12.2129 14.1577 0.0 -0.2 0.0
H 4.0841 12.4469 14.3093 0.0 0.3 -0.7
H 5.8651 13.0956 16.6142 0.1 -0.1 0.2
H 4.9150 11.5904 16.3746 0.6 -0.1 -0.4
H 3.7870 14.3045 16.8386 -0.6 -0.1 0.2
H 3.5134 12.6920 17.6383 -0.3 0.6 0.2
H 2.8247 12.9543 16.0499 0.0 0.3 0.0
H 3.7071 14.3909 10.3910 0.7 0.4 0.0
H 2.9012 15.1204 11.7268 -0.2 0.0 0.2
H 2.4889 12.8046 12.6380 -0.2 0.1 0.0
H 3.7601 12.1737 11.6524 0.0 -0.3 -0.2
H 1.5093 11.5249 10.8397 0.1 -0.1 0.0
H 2.1871 12.4712 9.5460 0.4 0.2 0.1
H 0.9697 14.4164 10.1886 0.1 0.3 0.0
H 0.3866 13.8191 11.6913 -0.3 -0.7 0.0
H -0.1208 13.1555 10.0272 -0.4 -0.2 0.7
C 18.7241 12.5765 13.2044 1.2 0.0 -1.3
C 18.2204 11.5888 14.2172 -0.3 0.7 0.9
C 17.4241 10.3703 13.7283 -0.5 0.6 -0.9
C 17.7905 9.9132 12.2597 0.0 0.2 0.6
P 16.9717 8.4893 11.5099 1.3 -1.4 -0.2
C 18.1602 7.5942 10.4206 0.2 1.4 1.1
C 17.6233 6.5377 9.5060 -0.5 -0.7 -2.0
C 17.8403 5.0791 9.8772 0.2 -0.6 0.2
C 19.3155 4.5707 9.6964 -1.0 1.1 0.7
C 15.6608 9.0905 10.4690 -0.6 0.6 0.2
C 14.7416 10.0059 11.2493 -1.7 -1.4 1.5
C 13.2736 9.9174 10.8072 0.8 0.4 -2.3
C 12.4344 11.0385 11.3164 0.0 0.4 0.5
C 16.4417 7.2278 12.7277 -0.5 0.7 -0.8
C 17.5868 6.8286 13.6649 0.7 0.0 -1.1
C 17.2485 5.9381 14.8068 -1.5 -0.9 2.0
C 15.9966 6.3225 15.6532 1.1 1.8 -0.2
H 19.1729 13.4724 13.6334 0.0 -0.2 0.3
H 18.0266 12.9451 12.4522 -0.6 -0.1 0.2
H 19.5090 12.1337 12.5911 0.3 0.0 0.0
H 17.5908 12.2196 14.8447 -0.6 -0.5 0.3
H 18.9969 11.2985 14.9250 0.4 -0.2 -0.4
H 16.3883 10.7063 13.6807 -0.2 -0.1 -0.2
H 17.3991 9.6180 14.5167 0.4 -0.4 -0.4
H 18.8535 9.8221 12.0367 0.2 -0.2 0.5
H 17.4857 10.6900 11.5585 0.0 0.4 0.1
H 18.9047 7.2427 11.1349 0.3 -0.2 -0.1
H 18.6399 8.3953 9.8583 0.2 0.1 -0.1
H 18.0548 6.6302 8.5094 0.6 0.4 0.0
H 16.5935 6.7428 9.2137 -0.5 -0.1 0.5
H 17.1630 4.4052 9.3526 -0.1 0.3 -0.5
H 17.4742 4.9990 10.9008 0.5 -0.5 0.5
H 19.3785 3.4857 9.7791 0.1 0.2 0.3
H 19.8680 5.1123 10.4642 0.5 -0.6 0.2
H 19.7930 4.8790 8.7663 -0.5 0.0 -0.3
H 15.1173 8.2084 10.1305 0.0 0.1 -0.5
H 16.0130 9.7585 9.6830 0.5 -0.9 -0.6
H 15.1130 11.0299 11.2881 -0.1 -0.1 0.2
H 14.6121 9.5543 12.2328 0.7 0.7 0.9
H 12.8137 8.9410 10.9599 0.3 -0.1 0.4
H 13.3500 9.9959 9.7228 -0.5 0.0 -0.4
H 12.9076 11.9978 11.1068 0.1 0.0 -0.1
H 12.3830 10.9544 12.4019 -0.4 0.2 0.2
H 11.4348 11.0852 10.8844 0.0 -0.2 0.1
H 16.0410 6.4413 12.0883 0.3 -0.5 0.0
H 15.5282 7.5963 13.1945 0.2 0.2 0.6
H 18.1551 7.7109 13.9593 -0.4 0.2 0.5
H 18.3770 6.2995 13.1323 -0.2 -0.2 -0.6
H 18.1080 5.9101 15.4765 0.0 0.2 0.1
H 17.0943 4.8831 14.5801 0.2 0.0 -0.8
H 15.9971 5.8398 16.6306 -0.5 -0.3 -0.4
H 15.0441 6.4294 15.1343 -0.1 -1.4 -0.2
H 16.0608 7.3887 15.8703 0.7 0.3 0.5
N 11.0318 14.6498 14.4287 0.0 0.4 -2.5
S 10.3796 13.2337 14.5433 -5.5 -6.2 5.4
O 11.2295 12.0752 14.7799 -0.2 2.3 -1.6
O 9.0831 13.0065 13.8482 3.3 1.1 0.4
F 9.7730 13.3941 16.0515 1.0 0.5 -1.5
S 10.9111 14.7622 12.7527 1.1 2.3 -8.1
O 9.8621 15.6340 12.1700 2.4 -2.3 3.1
O 11.1682 13.5186 11.9709 -0.4 2.7 3.4
F 12.2676 15.6219 12.4372 -1.6 -1.1 1.4
```
Positions in Å, forces in eV/Å.

Properties
⟨S²⟩ = 0.7634
net charge = +5
LUMO (spin up / spin down) = -9.92 / -15.91 eV
energy = -6212.87568 hartree
2S+1 = 2
HOMO-LUMO gap (spin up / spin down) = 8.31 / 2.33 eV
energy above the lowest of the compared OMol25 structures with the same formula, charge and spin = 2.663 eV